(1)
One molecule with the formula C5H5BO3S at a distorted geometry. Source: OMol25; level of theory: ωB97M-V/def2-TZVPD.

Computed properties:
SMILES string ... O=Cc1ccsc1B(O)O
Energy relative to the best compared isomer or geometry (same formula, charge and spin) ... 0.6 kcal per mole
M ... 156.0 g/mol
Frontier orbital gap ... 0.3527 Ha

Each line ends with the natural charge from an NBO analysis.
Atoms and positions in Å:
O  1.02  1.50  -2.42  -0.52
C  1.04  0.83  -1.43  0.40
C  -0.14  0.56  -0.64  -0.15
C  -1.44  0.91  -1.14  -0.22
C  -2.44  0.44  -0.37  -0.39
S  -1.82  -0.55  0.91  0.44
C  -0.19  -0.22  0.48  -0.52
B  0.98  -0.83  1.30  1.11
O  0.86  -1.83  2.26  -0.90
O  2.20  -0.37  0.86  -0.90
H  1.99  0.41  -1.12  0.15
H  -1.59  1.47  -2.05  0.25
H  -3.50  0.58  -0.53  0.24
H  0.02  -2.10  2.69  0.52
H  3.03  -0.78  1.20  0.51

(2)
C5H5BaO15 as an isolated structure at a distorted geometry. Source: OMol25; level of theory: ωB97M-V/def2-TZVPD.

Computed properties:
Energy relative to the best compared isomer or geometry (same formula, charge and spin) ... 185.0 kcal per mole
Charge ... -3
M ... 442.4 g/mol
Frontier orbital gap ... 0.1980 Ha

Each line ends with the natural charge from an NBO analysis.
Atoms and positions in Å:
Ba  -15.18  -29.62  -12.35  1.98
O  -16.17  -33.69  -7.57  -0.74
C  -16.06  -32.87  -8.62  0.92
O  -14.95  -32.32  -8.66  -0.87
O  -16.93  -32.72  -9.46  -0.79
H  -15.26  -33.46  -7.36  0.49
O  -10.19  -28.36  -15.77  -0.71
C  -11.10  -28.25  -14.81  0.92
O  -11.02  -29.00  -13.83  -0.85
O  -12.17  -27.57  -14.85  -0.84
H  -9.60  -28.95  -15.29  0.48
O  -20.97  -26.34  -15.10  -0.76
C  -20.06  -27.19  -15.66  0.91
O  -19.26  -27.79  -14.89  -0.82
O  -20.34  -27.55  -16.78  -0.81
H  -21.47  -26.61  -15.87  0.48
O  -17.68  -27.28  -6.84  -0.73
C  -17.08  -26.95  -7.97  0.91
O  -16.03  -26.34  -7.85  -0.80
O  -17.55  -27.36  -9.03  -0.85
H  -18.37  -27.68  -7.36  0.48
O  -15.71  -34.22  -17.23  -0.74
C  -14.58  -33.71  -16.77  0.89
O  -14.58  -33.09  -15.69  -0.83
O  -13.61  -33.77  -17.50  -0.80
H  -15.08  -34.23  -17.96  0.49

(3)
One molecule with the formula C5H5Br at a distorted geometry. Source: OMol25; level of theory: ωB97M-V/def2-TZVPD.

Computed properties:
Energy relative to the best compared isomer or geometry (same formula, charge and spin) ... 79.3 kcal per mole
M ... 145.0 g/mol
Frontier orbital gap (spin up / spin down) ... 0.2660 / 0.2559 Ha

Each line ends with the natural charge from an NBO analysis.
Atoms and positions in Å:
C  -0.06  0.86  -1.24  -0.43
C  -0.17  1.42  0.01  0.10
C  0.12  0.50  1.17  -0.61
C  0.31  -0.48  -1.31  0.01
C  0.20  -0.89  0.52  -0.24
Br  1.87  -2.01  0.81  -0.05
H  -0.12  1.45  -2.14  0.22
H  1.13  0.97  1.46  0.28
H  -0.53  0.61  2.04  0.26
H  0.22  -1.31  -2.00  0.22
H  -0.59  -1.69  0.67  0.24

(4)
One molecule with the formula C5H5Br2N at a distorted geometry. Source: OMol25; level of theory: ωB97M-V/def2-TZVPD.

Computed properties:
SMILES string ... Cn1cc(Br)c(Br)c1
Energy relative to the best compared isomer or geometry (same formula, charge and spin) ... 33.5 kcal per mole
M ... 238.9 g/mol
Frontier orbital gap ... 0.3199 Ha

Each line ends with the natural charge from an NBO analysis.
Atoms and positions in Å:
C  -1.97  0.04  0.13  -0.43
N  -0.49  -0.03  -0.08  -0.30
C  0.27  1.07  -0.14  -0.11
C  1.60  0.66  -0.07  -0.21
Br  2.99  1.86  -0.02  0.09
C  1.75  -0.71  0.00  -0.23
Br  3.16  -1.87  0.08  0.14
C  0.17  -1.16  0.15  -0.07
H  -2.43  -0.84  0.69  0.24
H  -2.25  1.13  0.55  0.23
H  -2.31  0.07  -0.98  0.22
H  -0.28  1.94  -0.26  0.22
H  -0.21  -2.18  -0.06  0.22